# 1
The molecule C3H9N3O, computed with the ωB97M-V functional and the def2-TZVPD basis.

Geometry as XYZ:
```
16
Properties=species:S:1:pos:R:3:forces:R:3:lowdin_charge:R:1
O 1.232 0.691 -1.641 0.453 -0.326 -0.223 0.0683
C 1.527 0.611 -0.480 -0.970 0.569 2.187 -0.5369
N 2.509 1.350 0.140 0.813 1.619 -1.129 0.1322
C 0.663 -0.166 0.556 -0.888 -0.286 -1.457 -0.1347
N -0.733 0.422 0.419 0.046 -1.938 1.098 -0.0503
C -1.672 -0.713 0.206 -0.511 -0.140 -0.623 -0.3321
N -1.353 -1.308 -1.123 -0.855 1.355 -0.062 -0.0056
H 2.788 2.189 -0.395 0.015 -0.963 0.109 0.1153
H 2.432 1.614 1.107 -0.295 -0.587 0.207 0.0840
H 0.936 -0.143 1.612 0.598 0.230 -0.254 0.1052
H 0.657 -1.219 0.216 -0.091 0.450 0.223 0.1098
H -0.956 0.713 1.370 -0.047 0.469 -0.272 0.0907
H -2.713 -0.358 0.170 0.299 0.493 0.297 0.1017
H -1.688 -1.489 1.017 0.579 0.397 -0.628 0.1151
H -1.409 -0.466 -1.734 0.849 -0.542 0.346 0.0830
H -2.220 -1.729 -1.440 0.004 -0.799 0.181 0.0543
```
Forces are in eV/Å.

The calculation puts the HOMO energy at -9.4 eV. Its gap between HOMO and LUMO is 10.24 eV. The SMILES is NCNCC(N)=O. As for the largest force on an atom: 0.0478 Eh/bohr. Its relative energy (zero: lowest compared OMol25 entry of this formula, charge and spin) is 123.9 kJ/mol. The calculation puts the lowest unoccupied orbital energy at 0.86 eV.

***

# 2
A structure of composition C4H12N2O, computed with the ωB97M-V functional and the def2-TZVPD basis.

Geometry as XYZ:
```
19
Properties=species:S:1:pos:R:3:forces:R:3:lowdin_charge:R:1
C -1.241 -0.670 -0.520 3.083 -1.834 0.639 -0.2785
N -2.504 -0.750 0.408 1.369 1.671 -3.265 -0.0030
C -0.356 0.560 -0.080 0.292 -1.263 -0.558 -0.3805
C -1.055 1.469 0.888 0.063 1.574 0.449 -0.0945
N 0.851 0.056 0.577 1.026 -0.868 0.466 -0.0311
C 1.785 -0.743 -0.175 0.709 2.119 -1.774 -0.2789
O 2.545 0.143 -1.020 -0.010 -0.333 -1.429 -0.0855
H -2.385 -0.030 -0.460 -4.684 -0.121 2.460 0.0699
H -1.411 -0.643 -1.621 -0.333 0.054 0.374 0.1216
H -0.670 -1.591 -0.379 0.238 0.122 -0.079 0.0981
H -2.982 -1.572 0.027 -0.200 0.374 -0.121 0.0449
H -0.113 1.108 -1.020 0.340 -0.292 0.835 0.1498
H -0.515 2.416 1.067 0.336 -0.511 -0.348 0.0847
H -1.997 1.828 0.477 -0.314 -0.350 0.296 0.0755
H -1.163 1.040 1.890 -0.389 -0.201 -0.418 0.0825
H 0.660 -0.468 1.426 -0.562 0.435 0.047 0.1198
H 1.397 -1.347 -1.006 -0.552 -0.380 0.584 0.1144
H 2.473 -1.345 0.405 -0.292 -0.058 0.704 0.1177
H 3.190 0.765 -0.690 -0.120 -0.138 1.137 0.0731
```
Forces are in eV/Å.

The calculation puts the HOMO energy at -9.1 eV. Its gap between HOMO and LUMO is 9.96 eV. As for the largest force on an atom: 0.1029 Eh/bohr. Its relative energy (zero: lowest compared OMol25 entry of this formula, charge and spin) is 432.6 kJ/mol. The calculation puts the lowest unoccupied orbital energy at 0.90 eV.